[1]
C4H5NO2 | ωB97M-V/def2-TZVPD

HOMO-LUMO gap (alpha / beta): 8.82 / 8.82 eV
Relative energy (zero: lowest compared OMol25 entry of this formula, charge and spin): 154.1 kcal/mol
Charge: 0
HOMO energy (alpha / beta): -9.3 / -9.3 eV

Last columns: bonded neighbours and bond lengths (Å).
Element x y z (Å)
1 C -0.51 -1.92 -0.64  O2 1.421, H8 1.096, H9 1.094, H10 1.089
2 O -0.30 -0.62 -1.16  C1 1.421, C3 1.340
3 C 0.06 0.31 -0.26  O2 1.340, N4 1.383, C7 1.479, H12 1.195
4 N -0.07 0.08 1.09  C3 1.383, O5 1.324
5 O 0.15 1.27 1.62  N4 1.324, C6 1.354
6 C 0.35 2.20 0.66  O5 1.354, C7 1.390, H11 1.083
7 C 0.34 1.71 -0.64  C3 1.479, C6 1.390
8 H 0.42 -2.30 -0.18  C1 1.096
9 H -1.30 -1.91 0.12  C1 1.094
10 H -0.80 -2.54 -1.49  C1 1.089
11 H 0.42 3.21 1.05  C6 1.083
12 H 1.24 0.50 -0.18  C3 1.195

***

[2]
C15H23BBrFN3O4 | ωB97M-V/def2-TZVPD

HOMO-LUMO gap: 2.77 eV
Charge: -1
HOMO energy: -1.6 eV

Last columns: bonded neighbours and bond lengths (Å).
Element x y z (Å)
1 C 0.76 1.81 -3.48  N2 1.527, H22 1.193, H23 1.173, H24 1.181
2 N 0.47 0.35 -3.83  C1 1.527, C3 1.513, B4 1.531
3 C -0.91 0.18 -4.43  N2 1.513, H25 1.188, H26 1.194, H27 1.171
4 B 0.69 -0.55 -2.61  N2 1.531, O5 1.506, C6 1.652
5 O 1.37 -1.88 -2.83  B4 1.506, H28 1.020
6 C 0.25 -0.12 -1.07  B4 1.652, C7 1.639, N20 1.518, H29 1.192
7 C 1.64 -0.02 -0.20  C6 1.639, C8 1.669, C12 1.661, H30 1.170
8 C 1.80 1.55 0.34  C7 1.669, C9 1.645, H31 1.194, H32 1.178
9 C 3.21 1.80 1.16  C8 1.645, C10 1.639, H33 1.185, H34 1.180
10 C 3.08 1.70 2.79  C9 1.639, F11 1.501, H35 1.187, H36 1.182
11 F 1.73 2.11 3.31  C10 1.501
12 C 1.35 -1.18 0.96  C7 1.661, C13 1.639, H37 1.170, H38 1.171
13 C -0.23 -1.60 1.01  C12 1.639, C14 1.639, N20 1.543, H39 1.177
14 C -0.93 -1.05 2.39  C13 1.639, C15 1.628, C19 1.628
15 C -2.49 -0.61 2.56  C14 1.628, C16 1.602, H40 1.178
16 C -3.02 -0.11 3.98  C15 1.602, N17 1.489, H41 1.196
17 N -2.34 0.09 5.29  C16 1.489, C18 1.489
18 C -0.92 -0.33 5.09  N17 1.489, C19 1.603, H42 1.196
19 C -0.15 -0.90 3.81  C14 1.628, C18 1.603, H43 1.178
20 N -0.74 -0.98 -0.31  C6 1.518, C13 1.543, Br21 1.881, H44 1.053
21 Br -1.58 -2.42 -1.17  N20 1.881
22 H 1.87 1.81 -3.04  C1 1.193
23 H 0.03 2.25 -2.67  C1 1.173
24 H 0.66 2.50 -4.43  C1 1.181
25 H -1.67 1.00 -4.03  C3 1.188
26 H -0.90 0.22 -5.62  C3 1.194
27 H -1.30 -0.88 -4.10  C3 1.171
28 H 1.40 -2.34 -1.92  O5 1.020
29 H -0.20 0.97 -0.92  C6 1.192
30 H 2.66 -0.37 -0.66  C7 1.170
31 H 1.89 2.20 -0.66  C8 1.194
32 H 0.84 1.94 0.89  C8 1.178
33 H 4.05 1.04 0.84  C9 1.185
34 H 3.55 2.90 0.91  C9 1.180
35 H 3.84 2.49 3.24  C10 1.187
36 H 3.39 0.62 3.18  C10 1.182
37 H 1.97 -2.14 0.70  C12 1.170
38 H 1.87 -0.70 1.89  C12 1.171
39 H -0.20 -2.78 0.94  C13 1.177
40 H -3.21 -0.66 1.63  C15 1.178
41 H -4.19 0.16 4.02  C16 1.196
42 H -0.26 -0.22 6.07  C18 1.196
43 H 0.99 -1.19 3.88  C19 1.178
44 H -1.55 -0.32 -0.15  N20 1.053
45 C -4.64 -1.55 -3.16  O46 1.221, O47 1.236, O48 1.236
46 O -4.40 -0.66 -2.35  C45 1.221
47 O -5.37 -2.52 -2.95  C45 1.236
48 O -4.18 -1.61 -4.31  C45 1.236

***

[3]
C3H11NO2 | ωB97M-V/def2-TZVPD

Structure (SMILES): COCCN.O
HOMO-LUMO gap: 10.59 eV
Relative energy (zero: lowest compared OMol25 entry of this formula, charge and spin): 25.2 kcal/mol
Charge: 0
HOMO energy: -9.7 eV

Last columns: bonded neighbours and bond lengths (Å).
Element x y z (Å)
1 C 2.24 1.64 1.07  O2 1.469, H6 1.103, H7 1.103, H8 1.103
2 O 1.36 0.75 0.31  C1 1.469, C3 1.451
3 C 0.24 0.25 1.09  O2 1.451, C4 1.543, H9 1.107, H10 1.107
4 C -0.81 -0.17 0.04  C3 1.543, N5 1.451, H11 1.107, H12 1.107
5 N -0.52 -1.42 -0.64  C4 1.451, H13 1.026, H14 1.026
6 H 2.82 1.07 1.81  C1 1.103
7 H 1.89 2.57 1.55  C1 1.103
8 H 2.90 1.90 0.23  C1 1.103
9 H 0.59 -0.58 1.72  C3 1.107
10 H -0.17 1.04 1.76  C3 1.107
11 H -1.75 -0.19 0.63  C4 1.107
12 H -0.97 0.51 -0.81  C4 1.107
13 H -0.37 -2.23 -0.02  N5 1.026
14 H 0.35 -1.30 -1.16  N5 1.026
15 O -2.65 -1.67 -2.60  H16 0.984, H17 0.984
16 H -1.94 -1.26 -2.07  O15 0.984
17 H -3.21 -0.91 -2.90  O15 0.984

***

[4]
C3H3N3O | ωB97M-V/def2-TZVPD

Structure (SMILES): Oc1nccnn1
HOMO-LUMO gap: 9.64 eV
Relative energy (zero: lowest compared OMol25 entry of this formula, charge and spin): 41.6 kcal/mol
Charge: 0
HOMO energy: -9.9 eV

Last columns: bonded neighbours and bond lengths (Å).
Element x y z (Å)
1 O -1.74 1.43 0.96  C2 1.303, H8 1.126
2 C -0.78 0.72 0.43  O1 1.303, N3 1.342, N7 1.359
3 N 0.34 1.26 -0.08  C2 1.342, C4 1.326
4 C 1.17 0.34 -0.56  N3 1.326, C5 1.405, H9 1.089
5 C 0.90 -1.04 -0.52  C4 1.405, N6 1.335, H10 1.086
6 N -0.24 -1.50 0.01  C5 1.335, N7 1.309
7 N -1.06 -0.60 0.49  C2 1.359, N6 1.309
8 H -2.28 0.46 1.17  O1 1.126
9 H 2.10 0.70 -0.99  C4 1.089
10 H 1.59 -1.78 -0.91  C5 1.086

***

| no. | energy (eV) |
| --- | --- |
| 1 | -9807.63057 |
| 2 | -102011.58110 |
| 3 | -8873.39851 |
| 4 | -9675.64929 |